1.
83
Properties=species:S:1:pos:R:3 method="wB97M-V/def2-TZVPD" homo_energy_ev="-12.60 / -13.02" total_charge=+2 spin_multiplicity=3
C -0.4982 7.1673 -6.0271
C -0.6650 5.7982 -6.2942
C -0.9803 5.4245 -7.6158
C -1.1566 6.4248 -8.5790
N -1.0170 7.7163 -8.2973
C -0.6963 8.0866 -7.0633
C -0.5432 4.8082 -5.2350
C -0.7563 3.8434 -4.5248
C -0.8893 2.8174 -3.6271
C 0.2530 2.7047 -2.8577
C 0.2082 1.7226 -1.8662
C -1.0444 0.9592 -1.6951
C -2.1739 1.1032 -2.4750
C -2.0623 2.0382 -3.5022
Ti 0.3250 0.3454 -0.5070
P 2.3091 -0.8589 -1.1546
H -1.1050 4.3832 -7.9029
H -0.2357 7.5309 -5.0375
H -1.4191 6.1670 -9.6061
H -0.5914 9.1584 -6.8823
H -2.8664 2.2243 -4.2096
H 1.1274 3.3392 -2.9762
H -3.1017 0.5312 -2.3245
H 1.2338 1.6445 -1.3263
C 2.4053 -2.4295 -0.2395
C 3.1725 -3.5455 -0.9430
H 1.3706 -2.7437 -0.0239
H 2.8665 -2.1968 0.7337
H 3.2214 -4.4124 -0.2752
H 2.6759 -3.8725 -1.8628
H 4.2022 -3.2612 -1.1852
C 2.0924 -1.1613 -2.9421
C 2.9196 -0.2737 -3.8662
H 1.0237 -1.0123 -3.1683
H 2.2941 -2.2264 -3.1219
H 2.6528 -0.5020 -4.9051
H 2.7190 0.7939 -3.7072
H 3.9961 -0.4486 -3.7513
C 3.8582 0.0552 -0.8751
C 5.1215 -0.7912 -0.9728
H 3.7873 0.5174 0.1223
H 3.8900 0.8822 -1.5996
H 5.9931 -0.1394 -0.8426
H 5.1648 -1.5533 -0.1882
H 5.2274 -1.2817 -1.9477
Br -1.6258 -1.0625 -0.0502
P -2.2913 -2.9695 -3.8340
C -0.4995 -3.2352 -3.7304
C -0.1285 -4.6799 -4.1110
H -0.1960 -2.9892 -2.6990
H -0.0307 -2.5225 -4.4295
H 0.9334 -4.7435 -4.3744
H -0.3125 -5.3749 -3.2824
H -0.7074 -5.0334 -4.9756
C -3.0310 -2.9720 -2.1857
C -4.4432 -3.5591 -2.0947
H -3.0302 -1.9139 -1.8831
H -2.3401 -3.5217 -1.5274
H -4.7123 -3.6874 -1.0404
H -5.1823 -2.8911 -2.5512
H -4.5090 -4.5385 -2.5829
C -2.6012 -1.3726 -4.6526
C -2.9247 -1.5312 -6.1480
H -1.7001 -0.7635 -4.4970
H -3.4443 -0.8964 -4.1288
H -3.3136 -0.5861 -6.5417
H -2.0335 -1.7921 -6.7287
H -3.6839 -2.3041 -6.3215
N -0.4496 2.2297 5.9539
C -0.7208 1.5905 4.7845
O -1.6573 0.7899 4.6781
C 0.1846 1.8892 3.6230
C 1.3265 2.7056 3.7056
C 2.0911 2.8906 2.5570
C 1.7483 2.2568 1.3632
N 0.6751 1.4261 1.2906
C -0.1197 1.2775 2.4003
H -1.0625 2.0447 6.7406
H 0.2701 2.9151 6.0765
H 1.6156 3.1790 4.6419
H 2.9728 3.5252 2.5724
H 2.3328 2.3935 0.4528
H -0.9962 0.6320 2.2685

2.
106
Properties=species:S:1:pos:R:3 method="wB97M-V/def2-TZVPD" homo_energy_ev=-1.01 total_charge=-2 spin_multiplicity=1
Al 1.3988 -0.3818 0.0710
C -3.4159 3.2919 0.5270
C -3.4103 1.7751 0.3788
C -4.8080 1.1906 0.4545
O -2.8381 1.4021 -0.8437
C -1.4378 1.1817 -0.6394
C -1.3565 0.7470 0.8420
O -2.6115 1.1747 1.3906
C -0.1919 1.3010 1.7230
O 1.0520 0.9681 1.2005
C -0.3103 2.8287 1.8004
C 0.3846 3.6047 0.8791
C 0.2660 4.9884 0.8802
C -0.5390 5.6194 1.8185
C -1.2229 4.8536 2.7540
C -1.1115 3.4713 2.7414
C -0.2679 0.7205 3.1466
C -1.1453 -0.2726 3.5579
C -1.0963 -0.7687 4.8585
C -0.1779 -0.2729 5.7670
C 0.7137 0.7161 5.3617
C 0.6690 1.1955 4.0660
C -0.8116 0.2441 -1.7135
O 0.5127 0.1400 -1.3294
C -0.8905 1.0116 -3.0463
C 0.2769 1.4502 -3.6551
C 0.2283 2.1648 -4.8448
C -0.9904 2.4357 -5.4496
C -2.1611 1.9769 -4.8585
C -2.1103 1.2675 -3.6674
C -1.4351 -1.1520 -1.9399
C -2.4819 -1.5346 -1.1894
C -3.3997 -2.6944 -1.1680
C -3.1760 -4.0095 -1.1429
C -0.9422 -4.1923 -2.1376
C -0.8870 -1.9064 -3.1565
H -4.0881 3.7230 -0.2175
H -2.4145 3.6928 0.3725
H -3.7491 3.5751 1.5263
H -5.4158 1.5803 -0.3631
H -5.2709 1.4557 1.4062
H -4.7513 0.1060 0.3728
H -0.9024 2.1286 -0.7699
H -1.3027 -0.3421 0.9001
H 1.0239 3.1021 0.1660
H 0.8087 5.5722 0.1460
H -0.6296 6.6995 1.8261
H -1.8532 5.3363 3.4926
H -1.6606 2.8807 3.4640
H -1.8679 -0.6866 2.8704
H -1.7816 -1.5553 5.1514
H -0.1457 -0.6573 6.7804
H 1.4538 1.1019 6.0539
H 1.3766 1.9509 3.7419
H 1.2168 1.1884 -3.1921
H 1.1510 2.4888 -5.3128
H -1.0291 2.9847 -6.3842
H -3.1182 2.1621 -5.3339
H -3.0212 0.8927 -3.2194
H -2.8349 -0.7977 -0.4819
H -4.4412 -2.4108 -1.0337
H -4.0075 -4.6986 -1.0363
H 0.0554 -3.9852 -1.7725
H -1.2798 -1.3805 -4.0315
Cl 5.1496 1.4695 4.7648
C 4.1317 0.1023 4.3895
C 3.8175 -0.8203 5.3714
C 2.9779 -1.8659 5.0283
C 2.5043 -1.9466 3.7236
N 2.8366 -1.0654 2.7908
C 3.6228 -0.0478 3.1104
H 4.2067 -0.7055 6.3746
H 2.6798 -2.6009 5.7646
H 1.8246 -2.7302 3.4038
H 3.8419 0.6698 2.3258
C -0.6961 -6.7289 -1.5748
C -1.5087 -5.5932 -2.1364
C -2.4044 -5.8882 -3.2693
C -2.7486 -4.9255 -4.1356
N -2.2981 -3.6093 -4.1089
C -1.4306 -3.2850 -3.2118
S 0.9230 -2.1205 -3.4224
N -1.9181 -4.6035 -1.1438
H -0.0780 -7.1790 -2.3547
H -1.3516 -7.5007 -1.1595
H -0.0499 -6.3608 -0.7789
H -2.7546 -6.9061 -3.4066
H -3.4206 -5.1505 -4.9585
C 4.3506 0.4382 -3.1300
Si 4.1670 0.7538 -1.2854
C 5.9060 0.9488 -0.5506
C 3.3478 2.4382 -1.0893
C 3.2696 -0.6311 -0.4713
H 4.8308 1.2693 -3.6557
H 3.3637 0.2631 -3.5703
H 4.9380 -0.4673 -3.3060
H 6.4571 1.7515 -1.0506
H 6.4789 0.0234 -0.6563
H 5.8614 1.1894 0.5162
H 3.9077 3.2241 -1.6048
H 3.2616 2.7045 -0.0321
H 2.3360 2.3997 -1.5023
H 3.8626 -1.0847 0.3259
H 3.1104 -1.3960 -1.2475
N 0.2249 -3.0050 1.4403
C 0.6728 -2.0714 0.9249

3.
57
Properties=species:S:1:pos:R:3 method="wB97M-V/def2-TZVPD" homo_energy_ev="-11.18 / -11.18" total_charge=+1 spin_multiplicity=3
Pt -21.9584 14.1303 -14.8933
Cl -23.8231 16.2078 -12.2322
O -23.4377 15.2842 -11.2160
O -22.9624 17.3404 -12.2731
O -23.5951 15.5128 -13.4610
O -25.2191 16.5192 -12.1334
N -20.2806 14.7183 -13.5610
C -19.1050 15.1007 -14.1956
C -17.9819 15.5774 -13.4605
C -18.0484 15.7148 -12.1110
C -19.1803 15.2746 -11.4405
C -20.3038 14.8075 -12.1981
H -18.9572 15.0407 -15.2637
H -17.1881 15.9297 -14.1024
H -17.1888 16.1120 -11.5916
H -19.1115 15.2929 -10.3629
H -21.1402 14.3981 -11.6510
N -23.6304 13.4637 -16.2858
C -23.6112 12.4383 -17.2066
C -24.7428 11.9904 -17.8822
C -26.0215 12.5517 -17.6721
C -26.0759 13.5897 -16.7932
C -24.9192 14.0388 -16.0994
H -22.6884 11.9357 -17.4562
H -24.6707 11.0495 -18.4074
H -26.8712 12.1710 -18.2194
H -27.0431 14.0543 -16.6702
H -24.9872 14.8344 -15.3723
N -22.3279 12.3889 -13.7153
C -21.3430 11.6938 -13.0088
C -21.5728 10.9656 -11.8792
C -22.8931 10.7582 -11.5019
C -23.9432 11.3503 -12.1958
C -23.5843 12.1627 -13.2932
H -20.3344 11.7012 -13.3950
H -20.7503 10.4489 -11.4071
H -23.0813 10.1096 -10.6592
H -24.9729 11.2334 -11.8916
H -24.3553 12.7228 -13.8014
C -26.9115 13.5537 -10.9473
O -28.2040 12.9044 -10.9411
H -26.5485 13.8770 -11.9229
H -26.8931 14.5113 -10.4271
H -26.2219 12.8880 -10.4283
H -28.8735 13.5064 -11.2741
F -27.9997 17.2706 -14.7584
C -26.9027 17.5588 -15.4729
C -25.7685 18.1959 -14.9684
C -24.5767 18.1525 -15.7329
C -24.5377 17.5697 -16.9641
C -25.6772 16.9254 -17.5172
C -26.8329 16.9950 -16.7774
H -25.7769 18.6884 -14.0072
H -23.7307 18.6809 -15.3186
H -23.6001 17.6673 -17.4912
H -25.6642 16.4366 -18.4802
H -27.6948 16.4588 -17.1461

4.
49
Properties=species:S:1:pos:R:3 method="wB97M-V/def2-TZVPD" homo_energy_ev=-5.52 total_charge=-1 spin_multiplicity=1
C 1.3348 -2.6443 3.2481
C 0.5780 -2.5094 1.8693
P 1.6733 -1.9275 0.4770
C 1.3775 -2.8707 -1.1094
C -0.0918 -2.8264 -1.6822
N 1.6201 -0.1931 0.2639
C 0.3015 0.3286 -0.1833
C -0.2620 1.4774 0.7783
C -1.5391 1.0116 1.5770
C -2.9194 1.4440 0.8998
N -3.6680 0.1890 0.6099
C -4.6454 -0.3435 1.4307
C -5.0076 -1.5674 0.7270
C -4.1931 -1.6815 -0.5056
C -3.3377 -0.4967 -0.5286
C 2.7030 0.2518 -0.5791
O 2.7429 0.1967 -1.7692
O 3.8193 0.7545 0.0740
H 2.4152 -2.8935 3.1522
H 1.2482 -1.6856 3.8280
H 0.7593 -3.3991 3.8503
H 0.2203 -3.5390 1.5809
H -0.3414 -1.8992 2.0489
H 2.1551 -2.5860 -1.8660
H 1.5919 -3.9519 -0.8669
H -0.8765 -2.8826 -0.8885
H -0.2790 -3.6163 -2.4621
H -0.2248 -1.8441 -2.2052
H 0.4137 0.8290 -1.1866
H -0.4854 -0.4540 -0.2897
H 0.5618 1.6487 1.5239
H -0.4721 2.4207 0.2076
H -1.5107 -0.1119 1.5998
H -1.5352 1.3280 2.6539
H -3.4935 2.0569 1.6439
H -2.7733 2.0605 -0.0156
H -5.0194 0.0643 2.3837
H -5.7468 -2.3220 1.0625
H -4.2099 -2.5070 -1.2450
H -2.5979 -0.2487 -1.3103
H 3.9042 0.2801 0.9217
C 3.7816 3.7219 -2.7302
F 4.7964 3.5273 -1.8597
F 4.3596 4.0184 -3.9170
F 3.1845 2.5244 -2.8886
S 2.5942 5.0290 -2.1634
O 3.4067 6.2263 -2.0494
O 2.0918 4.5269 -0.8941
O 1.5954 5.0856 -3.2162

5.
18
Properties=species:S:1:pos:R:3 method="wB97M-V/def2-TZVPD" homo_energy_ev=-12.68 total_charge=+1 e_above_lowest_ev=1.726 spin_multiplicity=1
C 0.0400 0.8836 -0.1668
C 1.3915 -0.7585 1.0449
C -0.7205 -1.7391 0.3621
C -1.0878 2.4724 -1.5582
N 1.0323 1.6358 0.1401
N 0.2916 -0.7593 0.3687
N 1.8618 -1.8909 1.5794
N -1.0302 1.1260 -0.8985
S 2.1692 0.8288 0.9784
H -0.5908 -2.5885 -0.2566
H -0.7902 -2.0400 1.4082
H -1.5936 -1.3305 -0.0504
H -0.1827 2.9923 -1.1310
H -1.0704 2.3038 -2.6548
H -2.0317 3.0238 -1.3489
H 1.3916 -2.7800 1.3321
H 2.6107 -1.8993 2.2019
H -1.6908 0.5196 -1.3506

6.
12
Properties=species:S:1:pos:R:3 method="wB97M-V/def2-TZVPD" homo_energy_ev=-9.40 total_charge=0 e_above_lowest_ev=0.622 spin_multiplicity=1
C 0.4792 -1.0032 -0.6736
C -0.4933 0.0636 -0.2653
S -2.0063 -0.3480 0.5522
C 0.2204 1.2298 0.4780
F 1.4658 1.4197 -0.0170
H 0.6070 -1.6072 0.2390
H 1.5044 -0.4398 -0.7780
H 0.1265 -1.6413 -1.5389
H -0.6719 0.4624 -1.2490
H -1.3560 -1.2081 1.3647
H -0.2593 2.1158 0.3761
H 0.3836 0.9563 1.5119

7.
16
Properties=species:S:1:pos:R:3 method="wB97M-V/def2-TZVPD" homo_energy_ev=-9.72 total_charge=0 e_above_lowest_ev=3.237 spin_multiplicity=1
C -1.3752 0.4653 -1.1909
O -1.2713 1.1282 0.0536
C -0.6740 0.3324 1.0633
C 0.6448 -0.2183 0.5685
C 1.7671 0.7559 0.3714
N 0.8339 -1.4177 0.1726
O -0.2943 -2.2186 0.3342
H -2.1076 1.0095 -1.7886
H -0.4176 0.4675 -1.7271
H -1.6893 -0.5789 -1.0763
H -1.3437 -0.4732 1.3875
H -0.5043 1.0079 1.9086
H 2.1743 1.0801 1.3357
H 1.3919 1.6488 -0.1430
H 2.5645 0.3010 -0.2197
H -0.0057 -3.0601 -0.0393

8.
6
Properties=species:S:1:pos:R:3 method="wB97M-V/def2-TZVPD" homo_energy_ev="-11.86 / -10.43" total_charge=0 e_above_lowest_ev=3.666 spin_multiplicity=1
N -0.7439 -0.5414 0.1411
N -0.3412 -1.5929 0.7508
F -1.3078 0.3188 1.0200
F 0.8298 -0.9602 2.2312
F 0.7015 -2.1496 0.0509
H -0.3447 0.1248 -0.4756

9.
17
Properties=species:S:1:pos:R:3 method="wB97M-V/def2-TZVPD" homo_energy_ev=-8.99 total_charge=0 e_above_lowest_ev=10.985 spin_multiplicity=1
C 0.1603 -0.7386 1.9230
C -0.0555 0.2788 -0.5927
H 0.2578 -1.9215 1.7891
H -0.7590 -0.6656 1.0353
H -0.0863 -0.1002 2.9678
H 1.0787 -1.2156 -0.1391
H -1.3070 1.7862 -1.2040
H 0.0798 2.4769 1.3689
H 1.1572 2.6988 -0.0062
H -0.2145 -2.0267 -3.2824
H -1.2186 -2.2022 -1.6412
N 1.1620 -0.1953 -0.0993
N -0.7146 1.4508 -0.1646
N 0.0080 2.5910 0.3791
N -0.5345 -0.1948 -1.7374
N -0.2523 -1.7249 -2.0046
O 1.2384 -0.2970 1.4084

10.
102
Properties=species:S:1:pos:R:3 method="wB97M-V/def2-TZVPD" homo_energy_ev=-9.15 total_charge=+1 e_above_lowest_ev=0.874 spin_multiplicity=1
Ba 0.0564 0.2346 -0.6971
C -6.5269 3.7708 1.9170
C -5.3600 3.1709 1.1811
C -5.0514 3.5139 -0.1106
C -3.9521 2.9497 -0.7916
C -3.7250 3.2649 -2.1607
N -2.7385 2.7655 -2.8382
C -2.3584 2.9714 -4.2312
C -1.4486 1.8180 -4.6615
C -2.1001 0.5129 -5.1137
N -3.3369 0.1268 -4.4179
C -3.6963 -1.0629 -3.9835
C -2.9483 -2.1607 -3.5257
C -3.6123 -3.4281 -3.5312
C -3.0621 -4.5475 -2.9907
C -3.7165 -5.8976 -3.0722
C -1.8356 -4.3988 -2.2867
C -1.1951 -3.2018 -2.1669
C 0.0024 -2.9340 -1.3247
N 0.1290 -3.0159 -0.0630
C -0.9279 -3.6095 0.7608
C -1.9775 -2.5932 1.1976
C -1.4736 -1.4385 2.0955
N -1.8073 -0.1764 1.4468
C -2.8180 0.4703 1.8693
C -3.4695 1.5992 1.1968
C -4.5630 2.1880 1.7973
C -3.0991 2.0097 -0.1247
O -2.0787 1.5206 -0.7050
C -1.6876 -2.0243 -2.8510
O -1.0681 -0.9248 -2.7411
H -6.9969 4.5592 1.3311
H -6.2134 4.2052 2.8671
H -7.2873 3.0190 2.1355
H -5.6692 4.2388 -0.6314
H -4.4181 3.9258 -2.6775
H -2.0982 2.2028 -2.2479
H -1.7909 3.9004 -4.2959
H -3.2550 3.0765 -4.8491
H -0.7599 1.6397 -3.8351
H -0.8300 2.1589 -5.4932
H -1.3936 -0.3030 -5.0129
H -2.3865 0.5905 -6.1665
H -4.1136 0.7438 -4.6063
H -4.7756 -1.1966 -3.9661
H -4.5777 -3.4962 -4.0220
H -4.6689 -5.8412 -3.5969
H -3.9032 -6.3092 -2.0789
H -3.0836 -6.6091 -3.6054
H -1.4138 -5.2776 -1.8095
H 0.8455 -2.4771 -1.8527
H -0.4366 -4.0367 1.6363
H -1.4343 -4.4256 0.2458
H -2.7710 -3.1335 1.7170
H -2.4399 -2.1625 0.3041
H -0.3879 -1.5029 2.2104
H -1.9185 -1.5036 3.0944
H -3.3299 0.1406 2.7840
H -4.8358 1.8625 2.7976
C 3.2838 0.3962 2.8672
P 2.6312 1.1699 1.3368
C 2.1428 2.8224 1.9517
C 4.1847 1.4926 0.4146
C 5.1119 2.3961 0.9304
C 6.3055 2.6571 0.2773
C 6.5829 2.0152 -0.9182
C 5.6759 1.1064 -1.4410
C 4.4800 0.8200 -0.7834
P 3.3374 -0.4644 -1.4326
C 3.9086 -1.9180 -0.4619
C 4.0405 -0.8857 -3.0663
H 4.0639 1.0069 3.3245
H 3.6988 -0.5873 2.6476
H 2.4710 0.2716 3.5846
H 2.9111 3.3085 2.5528
H 1.2485 2.7046 2.5672
H 1.8830 3.4484 1.0972
H 4.9044 2.9071 1.8627
H 7.0120 3.3600 0.6994
H 7.5003 2.2212 -1.4554
H 5.9108 0.6387 -2.3872
H 4.9920 -2.0297 -0.5220
H 3.4314 -2.8233 -0.8419
H 3.6193 -1.8085 0.5836
H 5.0721 -1.2350 -3.0117
H 3.9901 -0.0275 -3.7343
H 3.4305 -1.6858 -3.4897
O 6.9060 4.4268 -3.7494
C 6.1148 3.3559 -3.9835
O 6.5636 2.3944 -4.5483
C 4.7163 3.4272 -3.4842
C 4.3614 4.1626 -2.3565
C 3.0876 4.0706 -1.8274
C 2.1238 3.2358 -2.4049
S 0.5394 3.0730 -1.6735
C 2.4849 2.5291 -3.5609
C 3.7592 2.6174 -4.0865
H 6.3780 5.1580 -3.4085
H 5.0928 4.7752 -1.8401
H 2.8301 4.6329 -0.9391
H 1.7474 1.8927 -4.0376
H 4.0400 2.0487 -4.9642

11.
15
Properties=species:S:1:pos:R:3 method="wB97M-V/def2-TZVPD" homo_energy_ev=-12.33 total_charge=+1 e_above_lowest_ev=5.835 spin_multiplicity=1
C -2.1159 0.7578 -1.4721
C 0.2171 -2.4487 0.2054
N -2.3201 0.8528 -0.2382
N -2.4773 0.9810 0.8715
N 0.0138 -0.1718 -0.6735
N 0.0228 -1.3152 -0.6097
N 0.6056 0.7373 0.7960
H -2.3530 -0.1249 -2.0777
H -2.0853 1.6585 -2.0189
H -0.6420 -2.9621 0.1434
H 1.0476 -3.0340 0.0343
H 0.3098 -2.0896 1.2177
H 0.0688 1.5143 0.9616
H 1.5042 0.9790 0.4515
H 0.5778 -0.0193 1.4439